{"formula": "C22H22N2O5S", "method": "ωB97M-V/def2-TZVPD", "e_above_lowest_kj_mol": 144.1, "smiles": "COc1ccc(NC(C)=O)cc1S(=O)(=O)Nc1ccc(OCc2ccccc2)cc1", "orbital_gap_ev": 8.4307, "symbols": ["S", "O", "O", "O", "O", "O", "N", "N", "C", "C", "C", "C", "C", "C", "C", "C", "C", "C", "C", "C", "C", "C", "C", "C", "C", "C", "C", "C", "C", "C", "H", "H", "H", "H", "H", "H", "H", "H", "H", "H", "H", "H", "H", "H", "H", "H", "H", "H", "H", "H", "H", "H"], "xyz": [[2.44, 2.38, 1.48], [2.78, 1.76, 2.72], [-2.32, -1.83, 0.19], [1.62, 2.67, -1.26], [4.84, -2.03, 1.85], [3.02, 3.66, 1.19], [0.78, 2.61, 1.40], [4.45, -2.03, -0.40], [-5.54, -0.38, -0.88], [-5.78, -0.08, 1.86], [-0.03, 1.52, 1.09], [-1.62, -0.69, 0.45], [-4.73, -0.81, 1.33], [1.17, 3.04, -2.55], [0.26, 0.26, 1.62], [-6.71, 0.50, 1.03], [2.32, 1.52, -1.13], [-0.52, -0.82, 1.30], [-1.92, 0.57, -0.07], [-4.60, -0.96, -0.04], [2.59, 0.61, -2.15], [-6.60, 0.35, -0.35], [-1.12, 1.65, 0.25], [2.78, 1.22, 0.15], [3.75, -0.84, -0.59], [4.94, -2.55, 0.77], [3.29, -0.55, -1.88], [5.65, -3.88, 0.54], [3.48, 0.07, 0.43], [-3.46, -1.76, -0.63], [4.59, -2.58, -1.24], [-7.53, 1.06, 1.44], [6.02, -4.24, 1.49], [6.48, -3.75, -0.15], [0.68, 4.00, -2.43], [2.00, 3.14, -3.25], [-4.00, -1.27, 1.98], [-1.36, 2.63, -0.16], [3.81, -0.12, 1.44], [2.25, 0.80, -3.15], [0.56, 3.45, 0.90], [-5.45, -0.49, -1.95], [1.10, 0.16, 2.29], [-2.78, 0.72, -0.71], [-0.30, -1.80, 1.70], [4.95, -4.60, 0.13], [-7.33, 0.80, -1.00], [-3.78, -2.81, -0.74], [-5.86, 0.03, 2.93], [0.44, 2.31, -2.93], [-3.20, -1.38, -1.62], [3.49, -1.24, -2.69]]}

{"formula": "C22H22N2O6", "method": "ωB97M-V/def2-TZVPD", "e_above_lowest_kj_mol": 369.7, "smiles": "CCOC(=O)/C(C#N)=C/c1ccc(OCC(=O)Nc2ccc(OC)cc2)c(OC)c1", "orbital_gap_ev": 7.5864, "symbols": ["O", "O", "O", "O", "O", "O", "N", "N", "C", "C", "C", "C", "C", "C", "C", "C", "C", "C", "C", "C", "C", "C", "C", "C", "C", "C", "C", "C", "C", "C", "H", "H", "H", "H", "H", "H", "H", "H", "H", "H", "H", "H", "H", "H", "H", "H", "H", "H", "H", "H", "H", "H"], "xyz": [[-4.04, 4.26, 3.29], [-2.44, -1.52, 0.74], [5.90, -2.68, -0.45], [-1.25, -0.44, -1.73], [-2.37, -3.07, -1.50], [6.13, -0.46, -0.81], [3.35, 1.06, -1.43], [-3.86, -0.03, -0.25], [5.43, -1.60, -0.69], [3.14, -2.43, -0.84], [-4.69, 2.14, 0.35], [-3.17, 1.05, 1.85], [-0.72, 0.86, -1.54], [3.98, -1.36, -0.92], [-3.25, 2.14, 2.69], [-0.25, -3.90, -1.10], [-1.06, -2.79, -1.34], [-4.77, 3.23, 1.19], [-3.15, -1.18, -0.18], [-3.34, -2.06, -1.42], [-3.90, 1.04, 0.66], [-4.84, 5.39, 3.03], [1.72, -2.52, -1.01], [0.91, -1.40, -1.26], [1.11, -3.78, -0.94], [7.54, -0.55, -0.60], [-4.05, 3.24, 2.38], [7.88, -0.50, 0.88], [-0.45, -1.51, -1.44], [3.61, -0.03, -1.20], [1.71, -4.65, -0.74], [7.95, 0.31, -1.13], [7.47, 0.39, 1.33], [-3.34, -1.44, -2.33], [-1.56, 1.54, -1.69], [-0.33, 0.98, -0.53], [-4.68, 6.05, 3.88], [-2.55, 0.21, 2.10], [-4.52, 5.90, 2.11], [-2.69, 2.16, 3.61], [7.91, -1.48, -1.05], [-4.42, 0.12, -1.08], [0.06, 1.08, -2.27], [-5.26, 2.14, -0.57], [-4.30, -2.59, -1.35], [3.65, -3.37, -0.62], [-0.73, -4.86, -1.03], [8.96, -0.50, 1.00], [-5.40, 4.06, 0.92], [1.38, -0.44, -1.32], [7.47, -1.38, 1.39], [-5.90, 5.13, 2.96]]}

{"formula": "C22H22N5OPbS5", "method": "ωB97M-V/def2-TZVPD", "e_above_lowest_kj_mol": 63.5, "total_charge": 1, "orbital_gap_ev": [6.2774, 6.4713], "symbols": ["Pb", "S", "S", "S", "S", "S", "O", "N", "N", "N", "N", "N", "C", "C", "C", "C", "C", "C", "C", "C", "C", "C", "C", "C", "C", "C", "C", "C", "C", "C", "C", "C", "C", "C", "H", "H", "H", "H", "H", "H", "H", "H", "H", "H", "H", "H", "H", "H", "H", "H", "H", "H", "H", "H", "H", "H"], "xyz": [[-0.29, 0.12, -0.81], [2.03, -0.99, -0.64], [-1.69, -1.15, 1.64], [-0.25, -3.21, -0.32], [-2.10, -3.76, -0.25], [-3.07, -2.40, 1.08], [0.90, 2.10, -1.32], [1.25, 7.64, 7.24], [-0.75, 1.66, 1.00], [-0.78, 3.25, 2.51], [3.07, 1.40, -1.39], [3.86, -0.42, -2.48], [-1.96, 3.32, 1.82], [2.63, 3.62, -0.75], [-0.08, 2.23, 1.98], [3.59, 6.11, 0.03], [0.91, 4.07, 4.07], [3.02, 0.12, -1.61], [1.30, 4.97, 5.05], [4.35, 5.30, -0.80], [3.76, -1.80, -2.92], [3.88, 4.06, -1.18], [0.42, 5.95, 5.51], [6.05, 0.59, -2.00], [1.84, 4.46, 0.03], [4.64, -2.77, -2.15], [2.33, 5.69, 0.43], [4.93, 0.40, -3.03], [-0.88, 5.99, 5.00], [2.14, 2.29, -1.14], [0.86, 6.88, 6.47], [-1.93, 2.33, 0.89], [-1.27, 5.09, 4.03], [-0.38, 4.13, 3.55], [2.30, 4.92, 5.46], [0.88, 1.91, 2.30], [6.80, 1.27, -2.38], [3.97, 7.06, 0.35], [4.56, -3.76, -2.59], [-2.28, 5.16, 3.66], [4.46, 3.42, -1.83], [2.72, -2.11, -2.83], [5.64, 1.00, -1.08], [4.03, -1.82, -3.98], [4.32, -2.82, -1.11], [5.32, 5.64, -1.15], [4.51, 1.37, -3.30], [0.86, 4.13, 0.32], [-2.67, 2.08, 0.16], [5.32, -0.08, -3.93], [-1.58, 6.74, 5.36], [1.72, 6.34, 1.05], [1.62, 3.35, 3.72], [5.69, -2.46, -2.18], [6.52, -0.36, -1.78], [-2.73, 4.04, 2.01]]}

{"formula": "C22H22O5", "method": "ωB97M-V/def2-TZVPD", "e_above_lowest_kj_mol": 88.6, "smiles": "C[C@@]12CC[C@@H](O)[C@@H]3COC(=C31)C(=O)c1cc3c(OCCO)cccc3cc12", "orbital_gap_ev": 7.6986, "symbols": ["O", "O", "O", "O", "O", "C", "C", "C", "C", "C", "C", "C", "C", "C", "C", "C", "C", "C", "C", "C", "C", "C", "C", "C", "C", "C", "C", "H", "H", "H", "H", "H", "H", "H", "H", "H", "H", "H", "H", "H", "H", "H", "H", "H", "H", "H", "H", "H", "H"], "xyz": [[3.47, 2.97, 4.84], [2.09, 3.11, 2.37], [2.55, -1.63, 0.81], [-2.88, -5.15, -2.00], [1.28, -4.00, -0.26], [-2.35, -4.02, -1.29], [-2.44, -1.47, -1.24], [-0.81, 4.60, 0.49], [0.88, -2.70, -0.36], [0.30, 4.49, 1.35], [3.96, 3.78, 3.77], [-0.93, -1.31, -1.49], [-0.66, -1.04, -2.99], [1.51, -1.48, 0.19], [1.00, 3.30, 1.51], [-1.26, 3.46, -0.24], [-0.39, -0.10, -0.72], [-0.27, -2.60, -1.10], [-0.80, -3.93, -1.48], [0.74, -0.19, 0.12], [-0.58, 2.26, -0.08], [0.17, -4.83, -0.71], [-1.04, 1.17, -0.81], [0.56, 2.16, 0.77], [-3.05, -2.75, -1.82], [1.23, 0.91, 0.81], [2.77, 4.28, 2.91], [-1.29, 5.60, 0.39], [4.51, 4.66, 4.14], [-1.93, 1.27, -1.44], [-2.10, 3.52, -0.88], [-2.95, -0.61, -1.70], [0.64, 5.38, 1.85], [-2.93, -2.73, -2.90], [-2.65, -1.39, -0.16], [2.12, 0.78, 1.40], [-1.01, -1.86, -3.63], [-0.61, -4.05, -2.57], [-0.27, -5.26, 0.17], [0.42, -0.99, -3.19], [0.57, -5.64, -1.28], [3.15, 4.86, 2.08], [-2.56, -4.13, -0.25], [-2.59, -5.97, -1.60], [-4.11, -2.79, -1.63], [2.09, 4.88, 3.54], [4.62, 3.15, 3.11], [2.99, 2.19, 4.50], [-1.17, -0.16, -3.33]]}

{"formula": "C22H23AsF6N5O7S2Ta", "method": "ωB97M-V/def2-TZVPD", "spin_multiplicity": 2, "e_above_lowest_kj_mol": 287.3, "s2": 0.7551, "total_charge": 1, "orbital_gap_ev": [8.1130, 7.0547], "symbols": ["Ta", "As", "S", "S", "F", "F", "F", "F", "F", "F", "O", "O", "O", "O", "O", "O", "O", "N", "N", "N", "N", "N", "C", "C", "C", "C", "C", "C", "C", "C", "C", "C", "C", "C", "C", "C", "C", "C", "C", "C", "C", "C", "C", "C", "H", "H", "H", "H", "H", "H", "H", "H", "H", "H", "H", "H", "H", "H", "H", "H", "H", "H", "H", "H", "H", "H", "H"], "xyz": [[0.42, 1.52, -0.49], [-0.91, -1.73, 0.43], [1.90, 3.54, -1.15], [0.07, 2.45, 1.85], [1.88, 0.36, -0.12], [-3.16, -2.49, 2.61], [-1.07, -3.29, 1.14], [-0.50, -0.25, -1.04], [-1.80, -2.35, -0.92], [0.60, -2.13, -0.25], [0.32, -1.44, 2.09], [1.52, 2.40, 1.64], [-0.35, 1.02, 1.38], [-0.49, 2.86, 3.07], [-1.97, 3.94, -2.54], [-0.43, 3.16, 0.57], [-0.58, 2.26, -1.97], [4.30, 2.23, -1.27], [3.60, 1.34, -1.85], [4.19, 4.09, 0.02], [-2.29, 1.21, -0.40], [1.37, 0.37, -2.87], [0.86, -1.48, 4.35], [-4.14, 2.47, -1.21], [-3.08, 0.40, 0.27], [-3.53, -1.88, 1.41], [-4.47, 0.60, 0.27], [0.42, -1.03, -4.56], [-0.31, -1.40, 3.41], [-4.98, 1.67, -0.46], [4.72, -0.81, -1.67], [1.53, -2.30, 2.19], [3.65, 0.11, -2.15], [3.54, 3.23, -0.73], [1.73, -2.55, 3.68], [-4.93, -1.38, 1.59], [2.51, -0.33, -2.98], [2.64, -1.42, -3.82], [0.37, 0.04, -3.68], [-5.37, -0.27, 1.03], [-2.53, -0.74, 1.15], [-2.79, 2.17, -1.15], [1.57, -1.79, -4.62], [-1.78, 2.93, -1.96], [-0.99, -2.25, 3.50], [1.64, -2.64, -5.28], [5.45, -0.95, -2.48], [-0.86, -0.46, 3.48], [-2.22, -0.33, 2.10], [4.31, -1.78, -1.40], [1.38, -3.55, 3.95], [3.70, 4.85, 0.46], [-6.41, 0.03, 1.12], [2.33, -1.73, 1.73], [-0.53, 0.64, -3.59], [-5.58, -2.04, 2.15], [5.18, 3.97, 0.19], [-3.51, -2.63, 0.63], [5.24, -0.38, -0.82], [-0.45, -1.26, -5.17], [-6.05, 1.85, -0.46], [1.36, -3.21, 1.63], [3.58, -1.96, -3.88], [2.78, -2.46, 3.95], [0.55, -1.76, 5.36], [-4.49, 3.29, -1.81], [1.38, -0.53, 4.39]]}

{"formula": "C22H23AsN5S6Sc", "method": "ωB97M-V/def2-TZVPD", "e_above_lowest_kj_mol": 0.0, "orbital_gap_ev": 4.9640, "symbols": ["As", "Sc", "S", "S", "S", "S", "S", "S", "N", "N", "N", "N", "N", "C", "C", "C", "C", "C", "C", "C", "C", "C", "C", "C", "C", "C", "C", "C", "C", "C", "C", "C", "C", "C", "C", "H", "H", "H", "H", "H", "H", "H", "H", "H", "H", "H", "H", "H", "H", "H", "H", "H", "H", "H", "H", "H", "H", "H"], "xyz": [[3.90, -1.75, 0.36], [1.86, -1.35, -1.74], [1.67, -1.40, 0.65], [1.79, 1.36, -1.79], [4.21, -3.84, 0.45], [-0.64, -0.72, -2.26], [5.04, -0.62, 1.68], [4.25, -1.12, -1.80], [3.77, -6.36, -1.97], [-1.52, 0.30, 0.00], [1.60, -3.53, -2.32], [0.08, 2.56, -0.17], [1.47, -6.29, -2.27], [3.86, 3.30, 2.51], [-1.23, 2.62, 0.49], [1.76, 3.60, 1.37], [-5.48, 1.18, -1.50], [-4.25, 0.56, -1.32], [1.00, 3.71, 0.07], [3.13, 3.37, 1.33], [-0.64, 0.36, -0.96], [-1.49, 1.28, 1.10], [2.62, -5.66, -2.15], [0.37, -5.52, -2.40], [-4.88, -0.04, 0.93], [3.22, 3.44, 3.73], [-6.12, 0.58, 0.74], [-3.95, -0.06, -0.10], [-2.60, -0.71, 0.09], [0.40, 1.51, -0.91], [1.12, 3.74, 2.60], [0.41, -4.16, -2.40], [-6.41, 1.19, -0.46], [1.85, 3.65, 3.78], [2.69, -4.25, -2.22], [0.37, 4.60, 0.08], [-6.84, 0.59, 1.55], [-2.53, -1.17, 1.07], [3.63, -3.74, -2.15], [-0.49, -3.56, -2.46], [1.68, 3.78, -0.76], [4.92, 3.10, 2.47], [3.66, -7.34, -1.75], [1.34, 3.76, 4.73], [-3.53, 0.53, -2.13], [4.56, -5.87, -1.59], [-2.42, -1.46, -0.66], [-0.70, 1.02, 1.80], [-2.45, 1.26, 1.60], [-4.65, -0.52, 1.87], [-7.38, 1.67, -0.61], [0.06, 3.96, 2.66], [3.64, 3.23, 0.38], [-5.71, 1.65, -2.45], [-2.01, 2.85, -0.23], [-1.21, 3.39, 1.24], [-0.58, -6.04, -2.48], [3.79, 3.37, 4.65]]}

{"formula": "C22H23BN2O4OsSe2", "method": "ωB97M-V/def2-TZVPD", "e_above_lowest_kj_mol": 67.9, "orbital_gap_ev": [6.7433, 6.7418], "symbols": ["Os", "Se", "Se", "O", "O", "O", "O", "N", "N", "C", "C", "C", "C", "C", "C", "C", "C", "C", "C", "C", "C", "C", "C", "C", "C", "C", "C", "C", "C", "C", "C", "B", "H", "H", "H", "H", "H", "H", "H", "H", "H", "H", "H", "H", "H", "H", "H", "H", "H", "H", "H", "H", "H", "H", "H"], "xyz": [[-0.33, -0.25, -0.61], [-0.83, -1.41, 3.21], [-2.59, 0.85, 1.00], [0.15, 2.77, -1.28], [2.01, 1.79, -0.37], [-1.77, 0.50, -1.83], [-3.69, 0.19, -2.95], [1.04, -1.23, -0.40], [-1.87, -1.87, -0.77], [-2.81, -0.18, -2.21], [3.82, -4.23, -1.03], [1.15, 3.70, -1.19], [0.67, -0.19, 3.05], [-2.21, 1.18, 2.89], [1.97, -2.22, -0.60], [1.13, 5.03, -1.56], [2.28, 3.10, -0.64], [2.31, 5.75, -1.35], [-2.15, -0.07, 3.74], [-3.92, -2.43, -1.83], [3.44, 5.16, -0.80], [3.10, -3.71, -2.10], [2.17, -2.71, -1.89], [-2.42, 2.70, 0.43], [-1.86, -3.05, -0.15], [-2.87, -3.98, -0.34], [-3.91, -3.66, -1.20], [3.44, 3.81, -0.43], [3.62, -3.74, 0.25], [-2.87, -1.56, -1.59], [2.69, -2.74, 0.48], [0.67, 1.57, -0.77], [-4.72, -4.37, -1.36], [2.34, 6.80, -1.62], [-3.21, 3.30, 0.87], [3.26, -4.10, -3.09], [-1.28, 1.75, 2.94], [0.75, 0.41, 3.95], [0.25, 5.48, -1.99], [-2.83, -4.93, 0.17], [0.56, 0.42, 2.16], [-1.95, 0.22, 4.77], [2.52, -2.33, 1.47], [1.59, -2.28, -2.70], [4.32, 3.34, -0.01], [-4.70, -2.12, -2.51], [4.33, 5.75, -0.66], [1.57, -0.80, 2.96], [-3.01, 1.82, 3.27], [4.55, -5.01, -1.20], [4.19, -4.14, 1.08], [-3.11, -0.60, 3.73], [-1.44, 3.07, 0.72], [-2.49, 2.70, -0.65], [-1.03, -3.24, 0.51]]}

{"formula": "C22H23BrCsN7O2S2", "method": "ωB97M-V/def2-TZVPD", "e_above_lowest_kj_mol": 33.1, "orbital_gap_ev": 6.6930, "symbols": ["Cs", "Br", "S", "S", "O", "O", "N", "N", "N", "N", "N", "N", "N", "C", "C", "C", "C", "C", "C", "C", "C", "C", "C", "C", "C", "C", "C", "C", "C", "C", "C", "C", "C", "C", "C", "H", "H", "H", "H", "H", "H", "H", "H", "H", "H", "H", "H", "H", "H", "H", "H", "H", "H", "H", "H", "H", "H", "H"], "xyz": [[3.80, 0.15, -0.78], [-5.98, 4.18, -1.08], [6.34, -1.67, 1.17], [2.14, 3.44, 0.38], [3.33, 2.98, -0.41], [1.22, 0.57, 0.26], [4.05, -3.18, 1.55], [1.18, -1.78, -1.17], [5.32, -3.09, 3.24], [-4.70, -1.73, -0.39], [-3.55, -2.21, -0.33], [3.53, -2.99, 0.28], [4.25, -3.86, 3.63], [-4.73, 1.72, -1.78], [1.13, -2.88, -1.88], [-1.20, -3.18, -1.51], [0.35, 4.86, -1.13], [-1.20, -1.98, -0.75], [2.21, 5.26, 0.34], [-6.10, 1.65, 0.21], [-1.06, 0.35, 0.79], [2.19, -4.59, 2.48], [0.72, 3.42, -0.78], [0.04, -1.31, -0.61], [-5.56, 2.35, -0.86], [-2.38, -1.44, -0.17], [-0.04, -3.63, -2.07], [-4.92, -0.32, -0.52], [-2.27, -0.30, 0.61], [5.25, -2.64, 1.98], [0.14, -0.07, 0.17], [-5.79, 0.31, 0.37], [3.49, -3.90, 2.59], [1.62, 5.69, -1.00], [-4.41, 0.39, -1.60], [3.25, 5.53, 0.50], [1.12, 2.87, -1.63], [-1.00, 1.23, 1.43], [-6.21, -0.26, 1.19], [1.43, 6.76, -1.03], [1.61, 5.62, 1.18], [1.39, -3.89, 2.25], [1.97, -5.07, 3.43], [3.53, -3.86, -0.24], [-0.41, 5.23, -0.44], [-2.13, -3.71, -1.63], [-0.02, -4.54, -2.66], [2.21, -5.35, 1.70], [6.07, -2.89, 3.88], [-0.08, 4.91, -2.14], [-4.34, 2.28, -2.62], [2.32, 5.44, -1.80], [-6.76, 2.15, 0.91], [2.07, -3.22, -2.33], [-3.14, 0.08, 1.12], [2.60, -2.60, 0.31], [-3.76, -0.11, -2.31], [-0.08, 2.83, -0.34]]}